No. 1
{
  "formula": "C2H4LiMnO2",
  "method": "ωB97M-V/def2-TZVPD",
  "charge": 1,
  "lumo_energy_ev": [-5.368, -5.567],
  "homo_energy_ev": [-11.303, -11.191],
  "multiplicity": 6,
  "elements": ["Mn", "O", "O", "C", "C", "Li", "H", "H", "H", "H"],
  "xyz": [[0.224885, 1.831656, 0.653801], [1.754524, 1.163714, -0.161692], [-0.975877, 0.132948, 1.053966], [-0.882698, -0.506060, -0.169929], [0.364854, -0.787838, -0.703552], [-2.853130, 0.499211, 1.322541], [1.111914, -1.189941, -0.006736], [2.512443, 0.721573, 0.223326], [0.461235, -0.693877, -1.787471], [-1.718152, -1.171383, -0.424257]],
  "forces_ev_per_a": [[0.5, -2.1, -0.5], [0.0, 1.4, 0.4], [-0.9, 0.9, 0.7], [1.6, -0.5, -0.1], [-2.0, -0.3, 0.5], [0.7, -0.5, 0.0], [0.3, 1.3, -0.6], [0.2, 0.1, 0.1], [0.2, -1.3, 0.3], [-0.4, 1.1, -0.9]],
  "mulliken_charge": [1.13, -0.83, -0.90, 0.07, -0.47, 0.91, 0.24, 0.29, 0.30, 0.25]
}

No. 2
{
  "formula": "C2H4LiO2Pt",
  "method": "ωB97M-V/def2-TZVPD",
  "charge": -1,
  "e_above_lowest_kcal_mol": 16.8,
  "lumo_energy_ev": [3.120, 3.091],
  "homo_energy_ev": [-2.061, -3.914],
  "multiplicity": 3,
  "elements": ["Pt", "O", "O", "C", "C", "Li", "H", "H", "H", "H"],
  "xyz": [[2.191023, 2.153638, -1.883127], [1.379847, 1.111969, -0.804996], [2.011944, -1.885518, 0.561473], [0.089562, 0.796770, -0.647029], [-0.392613, 0.142239, 0.448363], [2.436806, -0.276211, -0.063256], [-1.451250, -0.120301, 0.486261], [0.227996, 0.080505, 1.350832], [2.148896, -2.418741, 1.343115], [-0.607696, 1.461193, -1.184438]],
  "forces_ev_per_a": [[5.3, 6.7, -6.9], [-4.4, -6.8, 7.0], [0.4, 0.6, -0.1], [-2.1, 0.8, 1.9], [0.6, 1.2, -0.7], [-0.2, -0.7, 0.1], [0.3, 0.3, 0.1], [-0.2, -0.9, -0.6], [0.0, 0.0, 0.0], [0.1, -1.1, -0.8]],
  "mulliken_charge": [-0.18, -0.67, -1.02, 0.02, -0.60, 0.64, 0.24, 0.15, 0.13, 0.29]
}

No. 3
{
  "formula": "C2H4LiO2Ru",
  "method": "ωB97M-V/def2-TZVPD",
  "charge": 2,
  "e_above_lowest_kcal_mol": 0.0,
  "lumo_energy_ev": [-8.640, -12.310],
  "homo_energy_ev": [-18.866, -18.604],
  "multiplicity": 6,
  "elements": ["Ru", "O", "O", "C", "C", "Li", "H", "H", "H", "H"],
  "xyz": [[-1.486490, 0.097127, 1.046962], [0.258942, -0.708490, 1.075455], [-2.587376, 0.733400, -0.245371], [1.051308, 0.522431, -0.828128], [1.078530, -0.530517, 0.011064], [0.548900, -2.370802, 1.858527], [1.409018, 0.390525, -1.848745], [-2.789350, 1.640512, -0.471625], [1.901734, -1.253090, -0.074096], [0.614784, 1.478904, -0.524044]],
  "forces_ev_per_a": [[-2.0, 1.3, 0.5], [3.4, -0.9, -1.4], [-0.4, -0.2, -0.3], [-0.7, 1.1, -0.7], [0.1, -1.3, 2.1], [0.3, -0.6, 0.5], [0.4, 0.3, 0.3], [-0.5, 0.7, -0.4], [-0.5, -0.1, -0.2], [0.0, -0.2, -0.2]],
  "mulliken_charge": [1.33, -0.80, -0.72, -0.69, 0.71, 0.93, 0.29, 0.37, 0.25, 0.31]
}

No. 4
{
  "formula": "C2H4LiOYb",
  "method": "ωB97M-V/def2-TZVPD",
  "charge": 3,
  "lumo_energy_ev": [-14.429, -18.047],
  "homo_energy_ev": [-22.260, -24.121],
  "multiplicity": 3,
  "elements": ["Yb", "O", "C", "C", "Li", "H", "H", "H", "H"],
  "xyz": [[-2.284398, 2.049967, 0.113714], [-0.519647, 0.873232, 0.393957], [-0.297661, -0.490154, 0.134208], [0.939254, -0.592743, -0.636210], [0.621975, 1.579216, 1.625785], [1.053288, 0.202436, -1.360891], [-1.166321, -0.987421, -0.300887], [1.385919, -1.563325, -0.797499], [0.267592, -1.071208, 0.827822]],
  "forces_ev_per_a": [[-2.3, 1.1, -0.7], [0.3, -2.9, 0.6], [-3.4, 3.3, 0.0], [3.6, -0.6, -2.8], [1.5, 0.2, 0.9], [0.0, 0.1, -0.4], [0.0, -0.2, -0.1], [0.0, -0.2, 0.1], [0.3, -0.9, 2.3]],
  "mulliken_charge": [1.64, -0.41, 0.35, -0.78, 0.91, 0.35, 0.38, 0.38, 0.20]
}

No. 5
{
  "formula": "C2H4MgO3",
  "method": "ωB97M-V/def2-TZVPD",
  "charge": 0,
  "e_above_lowest_kcal_mol": 27.3,
  "lumo_energy_ev": -1.525,
  "homo_energy_ev": -7.397,
  "elements": ["Mg", "O", "O", "O", "C", "C", "H", "H", "H", "H"],
  "xyz": [[0.679218, -0.804272, 0.694345], [-0.083588, 0.983408, 0.894987], [-0.935220, -0.977530, 1.722726], [1.162978, -1.042604, -1.246868], [1.152716, -0.230325, -2.170220], [-1.140980, 0.402714, 1.618008], [1.723339, 0.711473, -2.092641], [0.743254, -0.513932, -3.154262], [-2.106791, 0.610267, 1.101147], [-1.194925, 0.860799, 2.632777]],
  "forces_ev_per_a": [[-1.7, 1.2, 0.8], [0.8, -0.5, -0.5], [0.5, -0.8, -0.3], [-0.3, 0.8, -1.0], [1.1, -1.0, 0.5], [0.0, 0.4, 0.2], [-0.6, 0.0, 0.1], [-0.2, 0.1, 0.4], [0.3, -0.1, 0.1], [0.0, -0.2, -0.3]],
  "mulliken_charge": [0.98, -0.90, -0.82, -0.35, 0.08, 0.18, 0.23, 0.25, 0.17, 0.18]
}

No. 6
{
  "formula": "C2H4MgO3",
  "method": "ωB97M-V/def2-TZVPD",
  "charge": 0,
  "e_above_lowest_kcal_mol": 0.0,
  "lumo_energy_ev": -0.527,
  "homo_energy_ev": -9.431,
  "elements": ["Mg", "O", "O", "O", "C", "C", "H", "H", "H", "H"],
  "xyz": [[-0.197247, -0.050294, -1.640357], [-0.246049, -1.379374, -0.010351], [1.232399, 0.688516, -0.592795], [-1.959614, 0.622002, -1.681655], [0.160115, -0.756600, 0.979365], [1.227028, 0.271373, 0.710807], [-0.694897, -0.447471, 1.737394], [-2.750276, 0.189728, -2.000732], [1.050001, 1.073875, 1.464272], [2.178541, -0.211755, 1.034052]],
  "forces_ev_per_a": [[-0.6, 0.8, 1.1], [0.1, -0.7, 1.2], [-0.1, -0.3, -0.2], [1.0, -0.5, -0.4], [-3.4, 2.2, -1.8], [1.1, 0.0, 1.0], [1.9, -1.6, -0.2], [0.0, 0.0, 0.0], [0.0, -0.1, -0.4], [0.0, 0.3, -0.1]],
  "mulliken_charge": [0.97, -0.54, -0.74, -0.76, 0.21, -0.15, 0.25, 0.21, 0.28, 0.27]
}

No. 7
{
  "formula": "C2H4N",
  "method": "ωB97M-V/def2-TZVPD",
  "charge": 1,
  "e_above_lowest_kcal_mol": 74.3,
  "lumo_energy_ev": -6.951,
  "homo_energy_ev": -16.822,
  "elements": ["N", "C", "C", "H", "H", "H", "H"],
  "xyz": [[-0.306050, -0.104330, 1.220553], [0.436394, 0.091104, -1.742101], [-0.029353, -0.039091, -0.662750], [-1.287870, 0.109805, 1.098329], [0.692213, 0.379023, -2.756460], [0.404936, 0.548606, 1.427962], [0.089731, -0.985117, 1.414468]],
  "forces_ev_per_a": [[1.0, 0.4, -7.4], [0.3, 0.8, -1.7], [-0.9, -0.5, 6.3], [-0.3, 0.0, 1.1], [0.0, -0.5, 0.5], [0.3, 1.9, 0.8], [-0.5, -2.0, 0.5]],
  "mulliken_charge": [-0.33, 0.21, -0.36, 0.37, 0.40, 0.35, 0.35]
}

No. 8
{
  "formula": "C2H4N",
  "method": "ωB97M-V/def2-TZVPD",
  "charge": 1,
  "smiles": "C#[N+]C",
  "e_above_lowest_kcal_mol": 14.6,
  "lumo_energy_ev": -6.051,
  "homo_energy_ev": -18.377,
  "elements": ["N", "C", "C", "H", "H", "H", "H"],
  "xyz": [[-0.439020, -0.300175, -0.447300], [0.471584, 0.277053, 0.366555], [-1.435362, -0.826472, -0.923818], [1.395060, 0.087292, -0.049041], [-2.044107, -1.680590, -1.359022], [0.325910, 1.334418, 0.428384], [0.345960, -0.417468, 1.331333]],
  "forces_ev_per_a": [[-10.2, -4.8, -5.3], [-0.1, -1.3, 3.7], [7.1, 1.9, 2.7], [2.4, -0.3, -0.8], [0.5, 1.6, 0.5], [-0.3, 0.6, 0.6], [0.6, 2.2, -1.5]],
  "mulliken_charge": [0.00, -0.55, 0.23, 0.29, 0.39, 0.32, 0.32]
}

No. 9
{
  "formula": "C2H4N2",
  "method": "ωB97M-V/def2-TZVPD",
  "charge": 0,
  "smiles": "C=NN=C",
  "e_above_lowest_kcal_mol": 53.6,
  "lumo_energy_ev": 1.026,
  "homo_energy_ev": -9.809,
  "elements": ["N", "N", "C", "C", "H", "H", "H", "H"],
  "xyz": [[-0.606040, -0.685854, -0.449779], [0.588501, -0.783360, 0.287354], [-1.513355, -0.011471, 0.136963], [1.493619, 0.045398, -0.130200], [1.445399, 0.720762, -1.074476], [2.385670, -0.004831, 0.564931], [-2.437648, 0.175197, -0.399839], [-1.356143, 0.544161, 1.065045]],
  "forces_ev_per_a": [[-0.2, 0.0, 0.8], [0.3, 2.0, -1.4], [0.5, 0.4, -0.7], [0.2, -0.9, 0.8], [-0.1, -1.2, 1.8], [-0.7, 0.4, -1.4], [0.0, -0.3, 0.0], [0.1, -0.3, 0.1]],
  "mulliken_charge": [-0.29, -0.29, -0.26, -0.23, 0.28, 0.25, 0.25, 0.29]
}

No. 10
{
  "formula": "C2H4N2",
  "method": "ωB97M-V/def2-TZVPD",
  "charge": 0,
  "e_above_lowest_kcal_mol": 137.3,
  "lumo_energy_ev": 0.626,
  "homo_energy_ev": -9.678,
  "elements": ["N", "N", "C", "C", "H", "H", "H", "H"],
  "xyz": [[0.131389, 1.211555, 0.514806], [1.023373, 0.152435, 0.318551], [0.114425, -0.622384, -0.500112], [-0.281289, -0.054469, 0.869440], [-0.655331, -0.607830, 1.726502], [-0.448123, 1.777019, -0.781940], [0.301393, -1.765576, -0.709222], [-0.185837, -0.090749, -1.438024]],
  "forces_ev_per_a": [[-1.7, 4.8, -1.8], [2.2, -0.8, -0.3], [-0.7, -2.4, -0.7], [-1.6, -2.2, -2.9], [0.3, 0.7, 0.2], [1.5, -2.1, 3.6], [0.0, 2.3, 0.9], [-0.2, -0.2, 1.0]],
  "mulliken_charge": [-0.44, -0.25, -0.38, 0.27, 0.28, 0.20, 0.20, 0.11]
}

Q: What is the formula in the eighth record?
A: C2H4N